## A
The following is a quantum chemistry calculation of a cluster of 2 separate species, C2H8N2O in total, from the Open Molecules 2025 dataset.

The SMILES is NC=O.CN. Its frontier orbital gap is 10.54 eV. The LUMO energy comes out at 0.84 eV.

Each line ends with the Mulliken charge.
Element x y z (Å)
C  -0.952  0.877  1.544  -0.77
N  -0.929  -0.526  1.036  -0.54
H  -1.242  0.935  2.591  0.30
H  -1.641  1.470  0.962  0.30
H  0.051  1.270  1.391  0.23
H  -0.622  -1.130  1.792  0.22
H  -1.894  -0.760  0.807  0.23
C  1.553  0.203  -1.848  0.11
N  0.668  -0.823  -1.583  -0.36
O  2.339  0.147  -2.754  -0.54
H  1.374  1.064  -1.192  0.29
H  0.342  -1.073  -0.649  0.28
H  0.953  -1.653  -2.098  0.24

=====

## B
The following is a quantum chemistry calculation of a cluster of 2 separate species, C2H8N2O in total, from the Open Molecules 2025 dataset.

The SMILES is N/C=C/N.O. Its frontier orbital gap is 9.68 eV. The LUMO energy comes out at 0.98 eV.

Each line ends with the Mulliken charge.
Element x y z (Å)
C  1.170  -0.262  -0.323  -0.08
C  -0.068  0.060  -0.728  -0.51
N  -1.192  -0.652  -1.282  -0.53
N  2.078  0.614  0.281  -0.54
H  1.420  -1.296  -0.349  0.36
H  -0.315  1.106  -0.680  0.36
H  -1.666  -1.213  -0.631  0.23
H  -1.076  -1.322  -2.075  0.24
H  1.918  1.584  0.194  0.23
H  2.237  0.353  1.254  0.24
H  -1.553  1.151  1.535  0.32
H  -1.254  -0.324  1.099  0.33
O  -1.700  0.201  1.706  -0.63

=====

## C
The following is a quantum chemistry calculation of a cluster of 2 separate species, C2H8N2O in total, from the Open Molecules 2025 dataset.

The SMILES is NN1CC1.O. Its frontier orbital gap is 10.54 eV. The LUMO energy comes out at 1.05 eV.

Each line ends with the Mulliken charge.
Element x y z (Å)
C  -1.055  -0.175  -0.007  -0.27
C  -0.693  1.256  -0.089  -0.43
N  0.320  0.259  0.163  -0.15
N  0.849  0.126  1.468  -0.56
O  0.738  -1.980  -1.565  -0.68
H  1.081  -1.545  -2.342  0.30
H  0.919  -1.402  -0.820  0.43
H  1.855  0.265  1.418  0.23
H  0.447  0.798  2.126  0.23
H  -1.255  -0.740  -0.905  0.18
H  -1.584  -0.513  0.875  0.25
H  -0.989  1.905  0.729  0.27
H  -0.633  1.745  -1.052  0.22

=====

Stability check: which of them is most stable? A.

=====

## A
The following is a quantum chemistry calculation of the ion C4H6NO with charge -1, from the Open Molecules 2025 dataset.

Its frontier orbital gap (spin up / spin down) is 6.25 / 6.25 eV. Its charge is -1. The LUMO energy (spin up / spin down) comes out at 4.31 / 4.31 eV.

Each line ends with the Mulliken charge.
Element x y z (Å)
C  -1.517  0.818  -0.964  -0.71
C  -0.700  0.352  -0.046  0.16
C  -0.515  0.966  1.239  -0.24
C  0.436  -0.691  -0.274  -1.23
N  -0.995  2.349  1.041  -0.06
O  -1.936  2.787  1.822  -0.41
H  -1.558  0.230  -1.892  0.11
H  -1.147  0.516  2.156  0.26
H  0.590  1.161  1.585  0.21
H  0.031  -1.398  -1.049  0.38
H  0.753  -1.079  0.733  0.32
H  1.229  -0.077  -0.748  0.19

=====

## B
The following is a quantum chemistry calculation of a structure of composition C4H6NO, from the Open Molecules 2025 dataset.

Its frontier orbital gap (spin up / spin down) is 5.28 / 5.28 eV. Its charge is -1. The LUMO energy (spin up / spin down) comes out at 3.97 / 3.97 eV.

Each line ends with the Mulliken charge.
Element x y z (Å)
C  1.244  0.121  -0.557  -0.68
C  -0.118  0.034  -0.196  0.03
C  1.359  -1.333  -0.307  -0.26
C  -1.589  1.794  0.491  -0.66
N  -0.100  -1.287  0.131  0.25
O  -0.920  -2.189  0.711  -0.81
H  1.859  0.525  -1.347  0.08
H  1.650  -2.048  -1.117  0.25
H  1.945  -1.579  0.658  0.14
H  -1.185  2.077  1.486  0.24
H  -2.698  1.368  0.398  0.21
H  -1.446  2.517  -0.352  0.22

=====

## C
The following is a quantum chemistry calculation of a cluster of 2 separate species, C4H6NO in total, from the Open Molecules 2025 dataset.

Its frontier orbital gap is 7.03 eV. Its charge is -1. The LUMO energy comes out at 4.48 eV.

Each line ends with the Mulliken charge.
Element x y z (Å)
C  -2.125  0.154  0.151  -0.42
C  -2.113  -0.977  -0.529  -0.63
C  -0.185  1.005  0.388  -1.11
C  1.206  0.523  0.637  -0.01
N  1.932  -0.162  -0.176  0.10
O  3.059  -0.711  0.110  -0.73
H  -3.050  -1.318  -0.737  0.36
H  -1.231  -1.770  -0.759  0.17
H  -0.317  1.223  -0.603  0.28
H  -0.340  1.771  1.142  0.26
H  1.613  0.525  1.576  0.49
H  1.551  -0.263  -1.201  0.25

=====

Stability check: which of them is most stable? A.

=====

## A
The following is a quantum chemistry calculation of an isolated molecule of C5H12S2, from the Open Molecules 2025 dataset.

The SMILES is CCCSSCC. Its frontier orbital gap is 9.53 eV. The LUMO energy comes out at 0.91 eV.

Each line ends with the Mulliken charge.
Element x y z (Å)
C  0.914  2.040  -0.789  -0.51
C  2.019  2.128  -1.843  -1.10
C  0.068  0.782  -0.896  -0.50
S  -1.466  1.039  0.018  -0.14
S  -2.247  -0.817  0.327  -0.13
C  -1.266  -1.507  1.677  -0.33
C  -1.232  -3.029  1.590  -1.11
H  1.368  2.053  0.207  0.28
H  0.338  2.958  -0.721  0.38
H  1.696  1.621  -2.752  0.32
H  2.193  3.168  -2.120  0.31
H  2.954  1.719  -1.463  0.28
H  0.600  -0.058  -0.450  0.30
H  -0.081  0.485  -1.935  0.38
H  -1.686  -1.223  2.647  0.33
H  -0.273  -1.067  1.721  0.31
H  -2.267  -3.368  1.401  0.29
H  -0.614  -3.471  0.818  0.30
H  -1.015  -3.454  2.562  0.35

=====

## B
The following is a quantum chemistry calculation of a structure of composition C5H12S2, from the Open Molecules 2025 dataset.

Its frontier orbital gap is 9.10 eV. The LUMO energy comes out at 0.70 eV.

Each line ends with the Mulliken charge.
Element x y z (Å)
C  -1.776  -0.599  -0.919  -1.61
C  -1.130  -0.184  1.485  -1.59
C  0.939  -0.515  -0.394  -0.50
C  1.866  0.311  0.434  -0.70
C  -0.885  0.156  0.038  0.90
S  3.640  0.042  0.018  -0.22
S  -0.894  1.935  -0.229  -0.21
H  -1.550  -0.354  -1.954  0.44
H  -1.638  -1.669  -0.787  0.35
H  -2.823  -0.366  -0.730  0.41
H  -0.526  0.434  2.143  0.43
H  -0.897  -1.231  1.671  0.32
H  -2.181  -0.018  1.731  0.41
H  0.906  -1.564  -0.140  0.34
H  1.024  -0.340  -1.458  0.40
H  1.672  1.376  0.304  0.31
H  1.798  0.057  1.491  0.28
H  3.604  0.651  -1.167  0.11
H  -1.147  1.880  -1.538  0.13

=====

Stability check: which of them is most stable? A.

=====

## A
The following is a quantum chemistry calculation of a cluster of 5 separate species, C5H21N2O5 in total, from the Open Molecules 2025 dataset.

Its frontier orbital gap is 8.00 eV. Its charge is -1. The LUMO energy comes out at 3.38 eV.

Each line ends with the Mulliken charge.
Element x y z (Å)
C  -0.676  -1.043  -1.740  -0.19
O  0.110  -2.106  -1.682  -0.64
C  -0.785  -0.380  -0.251  0.90
C  -1.422  1.092  -0.409  -0.81
C  -0.570  2.369  -0.407  -0.88
C  1.731  2.177  0.782  -0.40
N  0.936  2.206  -0.461  -0.36
N  -1.464  -1.237  0.788  -0.46
H  -1.699  -1.319  -2.145  0.28
H  -0.089  -0.227  -2.305  -0.03
H  0.303  -0.357  0.003  -0.65
H  -2.210  1.096  0.397  0.34
H  -1.975  1.145  -1.355  0.22
H  -0.828  2.937  0.564  0.22
H  -0.801  3.147  -1.148  0.46
H  2.767  2.525  0.618  0.27
H  1.335  2.725  1.646  0.27
H  1.768  1.150  0.991  0.02
H  1.145  1.439  -1.048  0.35
H  -2.313  -1.402  0.588  0.16
H  -0.855  -2.007  0.912  0.39
H  1.458  -1.237  1.237  0.40
H  2.436  -1.704  2.455  0.24
O  1.854  -0.987  2.160  -0.69
H  1.261  -3.620  0.264  0.14
H  0.797  -2.265  -0.830  0.40
O  1.270  -2.697  0.373  -0.95
H  -1.125  -0.759  3.736  0.27
H  0.168  -0.603  3.028  0.38
O  -0.253  -0.717  3.848  -0.66
H  -0.549  1.339  -3.287  0.40
H  -1.458  2.406  -2.824  0.31
O  -1.171  1.947  -3.654  -0.69

=====

## B
The following is a quantum chemistry calculation of a cluster of 5 separate species, C5H21N2O5 in total, from the Open Molecules 2025 dataset.

Its frontier orbital gap is 8.08 eV. Its charge is -1. The LUMO energy comes out at 3.11 eV.

Each line ends with the Mulliken charge.
Element x y z (Å)
C  -0.008  -2.214  -0.179  -1.21
C  -0.249  -0.761  -0.526  0.66
C  0.544  -0.394  -1.737  -0.96
C  1.178  0.972  -1.678  -0.87
O  2.403  1.137  -1.115  -0.69
N  -1.604  -0.368  -0.632  0.11
C  -2.394  -0.630  0.688  -0.45
N  -3.186  0.512  1.210  -0.62
H  -0.102  -2.927  -1.058  0.25
H  0.996  -2.400  0.134  0.07
H  -0.588  -2.522  0.689  0.37
H  0.107  -0.190  0.382  -0.01
H  1.500  -1.234  -1.820  0.20
H  0.073  -0.576  -2.591  0.82
H  0.419  1.586  -1.078  0.28
H  1.380  1.282  -2.670  0.40
H  -1.989  -0.574  -1.442  0.29
H  -3.038  -1.459  0.337  0.36
H  -1.717  -0.895  1.624  0.18
H  -2.800  1.106  1.956  0.28
H  -3.507  1.178  0.460  0.23
H  -1.661  1.924  -1.270  0.39
H  -3.041  1.604  -1.554  0.31
O  -2.544  2.372  -1.157  -0.76
H  2.713  0.860  1.564  0.25
H  2.178  1.216  -0.051  0.34
O  1.856  1.147  1.343  -1.04
H  -0.269  -0.119  2.299  0.25
H  1.144  0.272  2.605  0.48
O  0.291  -0.123  3.115  -0.76
H  2.340  -2.164  0.308  0.35
H  2.805  -1.050  -0.327  0.26
O  3.263  -1.753  0.071  -0.77

=====

Stability check: which of them is most stable? A.

=====

## A
The following is a quantum chemistry calculation of a structure of composition C3H4N2S, from the Open Molecules 2025 dataset.

Its frontier orbital gap (spin up / spin down) is 7.00 / 7.00 eV. The LUMO energy (spin up / spin down) comes out at 0.24 / 0.24 eV.

Each line ends with the Mulliken charge.
Element x y z (Å)
C  0.897  -0.381  -0.659  -0.70
C  -0.102  0.485  -1.161  0.05
C  -0.348  -0.242  1.300  -0.26
N  0.737  -0.653  0.685  -0.01
N  -0.977  0.796  -0.241  -0.19
S  -2.359  1.556  -0.186  -0.34
H  1.681  -0.822  -1.081  0.49
H  -0.333  0.780  -2.226  0.37
H  -0.627  -0.311  2.333  0.34
H  1.431  -1.208  1.237  0.25

=====

## B
The following is a quantum chemistry calculation of an isolated molecule of C3H4N2S, from the Open Molecules 2025 dataset.

The SMILES is CN(C#N)C=S. Its frontier orbital gap (spin up / spin down) is 8.85 / 8.85 eV. The LUMO energy (spin up / spin down) comes out at -0.56 / -0.56 eV.

Each line ends with the Mulliken charge.
Element x y z (Å)
C  -0.349  0.880  -2.239  0.46
C  1.265  -0.742  -1.479  -0.10
C  -0.294  0.445  0.102  -0.90
N  -1.000  1.358  -3.070  -0.43
N  0.313  0.330  -1.268  -0.12
S  1.927  -0.943  -2.961  -0.25
H  1.467  -1.204  -0.539  0.34
H  -0.478  -0.599  0.209  0.39
H  0.350  0.864  0.871  0.23
H  -1.165  0.992  -0.138  0.38

=====

Stability check: which of them is most stable? B.

=====

## A
The following is a quantum chemistry calculation of a structure of composition C3H4N2S, from the Open Molecules 2025 dataset.

Its frontier orbital gap is 7.82 eV. The LUMO energy comes out at -1.13 eV.

Each line ends with the Mulliken charge.
Element x y z (Å)
C  -2.758  -0.598  0.434  -0.27
C  -0.128  0.924  0.048  0.05
C  0.903  -0.197  -0.235  -0.16
H  -3.516  0.428  1.055  0.28
H  -3.116  -1.810  0.243  0.25
H  0.368  1.816  0.454  0.35
H  0.405  -1.117  -0.703  0.31
N  -1.819  -0.403  -0.448  -0.24
N  -1.343  0.910  -0.218  -0.38
S  2.493  -0.227  0.133  -0.19

=====

## B
The following is a quantum chemistry calculation of an isolated molecule of C3H4N2S, from the Open Molecules 2025 dataset.

Its frontier orbital gap is 7.86 eV. The LUMO energy comes out at -1.29 eV.

Each line ends with the Mulliken charge.
Element x y z (Å)
C  -4.292  -0.495  -0.091  0.41
C  0.265  -0.236  0.248  -0.75
C  -2.993  -0.146  -0.137  -0.22
N  -5.382  -0.896  -0.170  -0.40
N  -0.555  0.895  -0.086  -0.27
S  -2.288  1.250  0.198  0.10
H  -0.033  -0.718  1.132  0.27
H  1.288  0.039  0.370  0.35
H  -0.075  1.638  -0.589  0.24
H  0.245  -1.077  -0.497  0.27

=====

## C
The following is a quantum chemistry calculation of an isolated molecule of C3H4N2S, from the Open Molecules 2025 dataset.

The SMILES is [H]/N=C(\C#C)NS. Its frontier orbital gap is 10.28 eV. The LUMO energy comes out at 0.84 eV.

Each line ends with the Mulliken charge.
Element x y z (Å)
C  -0.315  -0.646  -0.082  0.18
C  -0.836  0.702  -0.059  -0.50
C  -1.308  1.819  -0.117  0.38
H  2.432  0.751  1.050  0.13
H  1.366  -1.807  0.042  0.29
H  -1.980  -1.508  -0.271  0.25
H  -1.692  2.816  -0.164  0.40
N  1.087  -0.807  0.000  -0.33
N  -0.981  -1.698  -0.165  -0.64
S  2.227  0.378  -0.234  -0.17

=====

## D
The following is a quantum chemistry calculation of an isolated molecule of C3H4N2S, from the Open Molecules 2025 dataset.

The SMILES is Sc1ccn[nH]1. Its frontier orbital gap is 9.51 eV. The LUMO energy comes out at 0.72 eV.

Each line ends with the Mulliken charge.
Element x y z (Å)
C  0.628  0.267  -0.002  0.21
C  -0.039  -0.781  0.475  -0.26
C  -1.328  -0.715  -0.164  -0.27
H  2.136  0.328  1.621  0.14
H  0.285  -1.481  1.188  0.40
H  -2.215  -1.349  0.090  0.37
H  0.019  1.560  -1.684  0.20
N  -1.390  0.213  -1.054  -0.71
N  -0.168  0.812  -1.015  0.16
S  2.071  1.145  0.545  -0.25

=====

Stability check: which of them is most stable? D.

=====

## A
The following is a quantum chemistry calculation of the ion C3H7ClN with charge +1, from the Open Molecules 2025 dataset.

The SMILES is [NH3+]C/C=C/Cl. Its frontier orbital gap is 10.04 eV. Its charge is +1. The LUMO energy comes out at -4.04 eV.

Each line ends with the Mulliken charge.
Element x y z (Å)
C  -0.665  -0.571  -0.689  -0.13
C  -1.545  0.053  0.150  -0.32
C  0.789  -0.615  -0.277  -0.37
N  1.066  0.718  0.379  -0.24
Cl  -3.278  0.230  -0.250  -0.10
H  -1.048  -1.070  -1.531  0.39
H  -1.187  0.530  1.098  0.23
H  1.065  -1.441  0.431  0.27
H  1.462  -0.769  -1.125  0.38
H  0.204  0.869  0.986  0.18
H  1.319  1.422  -0.266  0.32
H  1.818  0.645  1.093  0.40

=====

## B
The following is a quantum chemistry calculation of the ion C3H7ClN with charge +1, from the Open Molecules 2025 dataset.

The SMILES is [NH3+][C@@H]1C[C@H]1Cl. Its frontier orbital gap is 10.33 eV. Its charge is +1. The LUMO energy comes out at -4.24 eV.

Each line ends with the Mulliken charge.
Element x y z (Å)
C  -0.331  1.184  -0.119  -0.61
C  -0.039  -0.247  -0.483  -0.47
C  -1.110  0.086  0.522  0.09
N  1.278  -0.818  -0.060  -0.41
Cl  -2.736  -0.237  -0.083  -0.14
H  0.289  1.654  0.499  0.30
H  -0.795  2.058  -0.806  0.24
H  -0.327  -0.796  -1.380  0.44
H  -1.063  -0.034  1.607  0.35
H  1.811  -0.433  0.846  0.40
H  1.979  -0.570  -0.807  0.37
H  1.045  -1.845  0.264  0.42

=====

Stability check: which of them is most stable? A.